# C25H57BaN2O8

A structure of composition C25H57BaN2O8 in a non-equilibrium geometry (ωB97M-V/def2-TZVPD, the OMol25 dataset).

- M: 651.065 Da
- Frontier orbital gap: 5.5100 eV
- Energy above the lowest of the compared OMol25 structures with the same formula, charge and spin: 18.6 kcal/mol
- Total charge: +1
- 2S+1: 1
- Maximum force: 2.22 eV/Å

Element x y z (Å)
Ba1 -3.50 -1.78 -1.66
O1 -0.22 0.13 0.98
C1 -1.09 -0.29 0.06
O2 -0.77 -1.08 -0.85
O3 -2.34 -0.05 0.22
H1 -0.78 0.48 1.72
C2 -0.98 2.53 -2.26
C3 -1.18 2.24 -3.74
O4 -2.55 2.03 -4.04
H2 -1.59 3.36 -1.89
H3 -0.03 3.00 -2.03
H4 -1.23 1.69 -1.61
H5 -0.55 1.38 -4.00
H6 -0.81 3.06 -4.36
H7 -2.73 2.40 -4.91
C4 -6.16 0.43 1.65
C5 -5.48 -0.87 1.29
O5 -5.73 -1.04 -0.15
H8 -5.99 0.66 2.70
H9 -7.25 0.42 1.58
H10 -5.68 1.23 1.09
H11 -5.90 -1.76 1.77
H12 -4.44 -0.88 1.60
H13 -6.67 -1.18 -0.28
C6 3.22 1.32 -0.18
C7 3.09 -0.19 0.09
O6 2.56 -0.39 1.39
H14 2.25 1.78 0.06
H15 3.34 1.54 -1.24
H16 3.96 1.87 0.40
H17 4.08 -0.63 0.02
H18 2.40 -0.64 -0.63
H19 1.63 -0.13 1.35
C8 -1.83 4.32 3.28
C9 -1.12 3.12 2.62
C10 0.29 2.96 3.20
C11 0.43 2.34 4.57
C12 -0.48 1.09 4.72
C13 -1.90 1.22 4.12
N1 -1.80 1.85 2.80
O7 -3.04 1.78 2.11
C14 -2.41 -0.21 3.92
C15 -2.84 1.95 5.12
C16 -0.93 3.34 1.11
H20 -1.62 5.22 2.69
H21 -1.56 4.56 4.31
H22 -2.92 4.22 3.25
H23 0.97 2.50 2.46
H24 0.79 3.94 3.26
H25 0.09 3.04 5.33
H26 1.47 2.14 4.84
H27 -0.62 0.99 5.80
H28 -0.01 0.17 4.36
H29 -2.15 -0.85 4.77
H30 -3.49 -0.28 3.81
H31 -1.95 -0.66 3.04
H32 -3.04 1.34 5.99
H33 -2.34 2.86 5.46
H34 -3.73 2.22 4.55
H35 -1.86 3.65 0.63
H36 -0.55 2.47 0.57
H37 -0.14 4.09 1.02
H38 -2.83 1.14 1.42
C17 2.52 -0.42 -3.80
C18 2.90 -1.91 -3.79
C19 4.41 -1.96 -3.54
C20 4.97 -3.30 -3.09
C21 4.21 -3.80 -1.86
C22 2.69 -3.83 -2.06
N2 2.25 -2.51 -2.64
O8 0.84 -2.47 -2.74
C23 2.28 -5.00 -2.95
C24 2.03 -3.85 -0.67
C25 2.47 -2.51 -5.16
H39 1.44 -0.27 -3.93
H40 3.02 0.13 -4.60
H41 2.75 0.07 -2.86
H42 4.92 -1.62 -4.44
H43 4.61 -1.26 -2.72
H44 6.05 -3.19 -2.99
H45 4.81 -4.02 -3.90
H46 4.54 -3.24 -0.98
H47 4.54 -4.81 -1.59
H48 1.35 -4.87 -3.50
H49 3.06 -5.23 -3.68
H50 2.27 -5.96 -2.41
H51 2.24 -4.78 -0.14
H52 2.41 -3.01 -0.07
H53 0.96 -3.67 -0.72
H54 2.85 -3.53 -5.20
H55 2.85 -1.96 -6.02
H56 1.39 -2.57 -5.17
H57 0.64 -1.85 -2.02

List of Löwdin charges in e, atom by atom: Ba 1.976; O 0.102; C -0.790; O -0.118; O -0.211; H 0.096; C -0.079; C -0.304; O -0.085; H 0.079; H 0.089; H 0.048; H 0.099; H 0.119; H 0.082; C -0.064; C -0.264; O -0.284; H 0.087; H 0.085; H 0.086; H 0.120; H 0.087; H 0.092; C -0.071; C -0.319; O -0.088; H 0.055; H 0.057; H 0.076; H 0.111; H 0.084; H 0.032; C -0.015; C -0.490; C -0.143; C -0.153; C -0.115; C -0.497; N -0.126; O -0.025; C -0.031; C -0.012; C -0.030; H 0.086; H 0.077; H 0.083; H 0.111; H 0.128; H 0.106; H 0.118; H 0.118; H 0.116; H 0.094; H 0.072; H 0.074; H 0.090; H 0.068; H 0.081; H 0.088; H 0.055; H 0.098; H 0.030; C -0.036; C -0.521; C -0.134; C -0.171; C -0.134; C -0.477; N -0.096; O -0.063; C -0.030; C -0.021; C -0.013; H 0.067; H 0.092; H 0.059; H 0.127; H 0.117; H 0.116; H 0.101; H 0.116; H 0.125; H 0.079; H 0.070; H 0.086; H 0.089; H 0.074; H 0.068; H 0.066; H 0.084; H 0.074; H 0.042

# C22H44B3BrN4O9

A structure of composition C22H44B3BrN4O9 in a non-equilibrium geometry (ωB97M-V/def2-TZVPD, the OMol25 dataset).

- M: 620.953 Da
- Frontier orbital gap: 9.0071 eV
- Total charge: 0
- 2S+1: 1
- Maximum force: 2.70 eV/Å

Element x y z (Å)
N1 -0.68 2.38 0.17
C1 -1.78 2.44 -0.85
N2 -2.41 3.81 -0.74
N3 -1.15 2.42 -2.20
C2 -2.88 1.34 -0.66
B1 -2.37 0.06 0.17
O1 -2.38 0.20 1.59
B2 -1.69 -0.89 2.20
C3 -0.61 -0.71 3.39
C4 0.39 0.47 2.94
C5 1.89 0.02 2.91
N4 2.65 0.57 1.74
C6 2.50 -0.35 0.60
C7 3.08 0.22 -0.74
C8 3.58 1.56 -0.88
C9 4.05 2.03 -2.19
C10 4.05 1.15 -3.34
C11 3.56 -0.22 -3.14
C12 3.08 -0.70 -1.87
O2 2.61 -2.00 -1.69
O3 -1.99 -2.18 1.65
B3 -1.43 -2.09 0.34
C13 -0.21 -3.08 0.00
C14 -0.26 -3.74 -1.41
O4 -0.92 -3.38 -2.33
Br1 0.97 -5.32 -1.64
O5 -1.98 -1.12 -0.51
H1 -0.92 2.95 0.99
H2 0.15 2.85 -0.21
H3 -1.60 4.45 -0.74
H4 -2.76 3.85 0.22
H5 -0.48 1.65 -2.21
H6 -0.56 3.26 -2.22
H7 -3.70 1.81 -0.04
H8 -3.34 1.08 -1.64
H9 -1.12 -0.48 4.36
H10 -0.04 -1.67 3.42
H11 0.18 1.32 3.64
H12 0.09 0.75 1.89
H13 1.89 -1.10 2.78
H14 2.44 0.33 3.83
H15 2.15 1.43 1.49
H16 2.92 -1.35 0.86
H17 1.39 -0.46 0.41
H18 3.59 2.23 0.01
H19 4.40 3.08 -2.24
H20 4.40 1.49 -4.34
H21 3.59 -0.87 -4.05
H22 3.00 -2.60 -2.35
H23 -0.12 -3.83 0.83
H24 0.73 -2.45 0.04
C15 -1.59 1.09 6.95
O6 -0.83 2.07 6.26
C16 -1.60 3.22 5.91
C17 -1.34 4.37 6.86
O7 -1.81 4.08 8.17
C18 -0.77 3.68 9.05
H25 -0.90 0.38 7.40
H26 -2.20 1.54 7.74
H27 -2.24 0.56 6.25
H28 -2.67 2.97 5.87
H29 -1.28 3.52 4.90
H30 -1.90 5.25 6.51
H31 -0.28 4.63 6.88
H32 -0.19 4.56 9.36
H33 -0.10 2.95 8.59
H34 -1.22 3.23 9.94
C19 0.99 -2.28 -7.64
O8 -0.35 -2.47 -8.04
C20 -0.59 -3.77 -8.58
C21 -1.25 -4.69 -7.56
O9 -0.37 -4.96 -6.47
C22 -0.67 -4.18 -5.32
H35 1.05 -1.39 -7.02
H36 1.37 -3.13 -7.07
H37 1.62 -2.13 -8.53
H38 0.34 -4.21 -8.96
H39 -1.27 -3.64 -9.42
H40 -1.47 -5.64 -8.04
H41 -2.19 -4.26 -7.20
H42 -1.56 -4.58 -4.82
H43 -0.83 -3.13 -5.57
H44 0.17 -4.25 -4.63

List of Löwdin charges in e, atom by atom: N 0.065; C -0.623; N 0.048; N 0.074; C 0.013; B -0.454; O 0.243; B -0.462; C -0.029; C -0.154; C -0.200; N -0.083; C -0.185; C -0.114; C -0.034; C -0.094; C -0.080; C -0.021; C -0.244; O 0.005; O 0.245; B -0.470; C -0.032; C -0.715; O 0.063; Br 0.614; O 0.282; H 0.085; H 0.075; H 0.067; H 0.069; H 0.081; H 0.068; H 0.119; H 0.122; H 0.097; H 0.106; H 0.108; H 0.070; H 0.108; H 0.117; H 0.084; H 0.133; H 0.117; H 0.102; H 0.093; H 0.100; H 0.108; H 0.109; H 0.128; H 0.107; C -0.110; O -0.205; C -0.201; C -0.202; O -0.191; C -0.110; H 0.092; H 0.086; H 0.080; H 0.128; H 0.119; H 0.125; H 0.127; H 0.088; H 0.084; H 0.090; C -0.115; O -0.191; C -0.203; C -0.204; O -0.190; C -0.118; H 0.087; H 0.083; H 0.087; H 0.124; H 0.123; H 0.123; H 0.127; H 0.089; H 0.090; H 0.058

# C22H28BrF7NO6PS2

An isolated molecule of C22H28BrF7NO6PS2 in a non-equilibrium geometry (ωB97M-V/def2-TZVPD, the OMol25 dataset).

- M: 710.465 Da
- Frontier orbital gap: 8.8959 eV
- Total charge: 0
- 2S+1: 1
- Maximum force: 2.95 eV/Å

Element x y z (Å)
C1 -2.84 2.74 4.89
C2 -2.35 3.07 3.41
O1 -2.56 4.47 3.22
C3 -3.16 2.17 2.39
O2 -2.28 1.94 1.28
C4 -2.91 1.28 0.21
P1 -3.94 2.67 -0.66
S1 -3.22 4.45 -0.40
O3 -3.90 0.32 0.60
S2 -3.30 -1.07 1.32
O4 -3.97 -1.22 2.60
O5 -1.69 -0.87 1.72
C5 -0.95 -1.21 0.52
C6 0.29 -2.07 0.96
C7 1.08 -2.74 -0.20
C8 2.60 -2.91 0.15
O6 3.15 -2.06 0.80
N1 3.39 -4.05 -0.30
C9 4.77 -3.53 -0.49
C10 5.78 -3.66 0.54
C11 7.09 -3.10 0.28
C12 7.36 -2.43 -0.98
C13 6.35 -2.33 -2.01
C14 5.04 -2.89 -1.77
C15 -0.59 0.05 -0.38
C16 0.51 0.97 0.24
F1 0.39 1.10 1.61
F2 1.76 0.36 0.06
C17 0.69 2.37 -0.47
F3 0.70 2.17 -1.84
F4 -0.22 3.30 -0.08
C18 2.13 3.00 -0.15
F5 3.08 2.57 -1.00
F6 2.48 2.90 1.15
F7 2.00 4.36 -0.40
C19 -1.88 0.79 -0.91
C20 -2.69 -0.14 -1.92
C21 -1.91 -0.34 -3.28
C22 -2.83 -1.30 -4.19
Br1 -1.73 1.35 -4.30
H1 -2.66 3.66 5.51
H2 -3.95 2.61 4.85
H3 -2.28 1.86 5.28
H4 -1.24 2.87 3.33
H5 -2.83 4.67 2.31
H6 -4.08 2.76 2.15
H7 -3.45 1.26 2.96
H8 -4.07 2.44 -2.06
H9 -5.21 2.63 0.01
H10 -1.62 -1.92 -0.05
H11 0.92 -1.43 1.63
H12 -0.10 -2.89 1.63
H13 1.03 -2.14 -1.15
H14 0.65 -3.75 -0.43
H15 3.03 -4.29 -1.23
H16 5.50 -4.18 1.49
H17 7.86 -3.16 1.07
H18 8.36 -1.97 -1.13
H19 6.58 -1.81 -2.96
H20 4.24 -2.84 -2.55
H21 -0.11 -0.41 -1.29
H22 -1.67 1.71 -1.52
H23 -2.97 -1.13 -1.49
H24 -3.66 0.34 -2.24
H25 -0.94 -0.89 -3.15
H26 -2.14 -1.98 -4.77
H27 -3.52 -1.87 -3.53
H28 -3.37 -0.65 -4.92

List of Löwdin charges in e, atom by atom: C -0.042; C -0.362; O -0.072; C -0.145; O -0.145; C -0.623; P 0.488; S 0.219; O -0.305; S 1.014; O -0.364; O -0.253; C -0.321; C -0.112; C -0.077; C -0.422; O 0.088; N 0.088; C -0.244; C -0.011; C -0.075; C -0.093; C -0.078; C -0.028; C -0.073; C -0.303; F 0.118; F 0.088; C -0.289; F 0.099; F 0.122; C -0.457; F 0.156; F 0.172; F 0.120; C -0.208; C -0.211; C -0.674; C -0.144; Br 0.711; H 0.086; H 0.084; H 0.084; H 0.147; H 0.026; H 0.128; H 0.117; H -0.016; H 0.004; H 0.120; H 0.125; H 0.139; H 0.115; H 0.124; H 0.113; H 0.116; H 0.100; H 0.101; H 0.099; H 0.110; H 0.138; H 0.091; H 0.101; H 0.102; H 0.088; H 0.081; H 0.075; H 0.051

Number 1: HOMO energy -9.9 eV. Number 2: HOMO energy -8.7 eV. Number 3: HOMO energy -9.0 eV.